A cluster of 2 separate species, C5H6O2 in total. Source: the OMol25 dataset; level of theory: ωB97M-V with the def2-TZVPD basis set.

Geometry (Å):
O -3.207 0.475 -0.659
O 0.715 -0.988 -1.592
C -0.207 0.199 1.194
C 1.063 0.236 1.142
C -1.452 -0.067 0.836
C -2.158 0.782 -0.144
C 2.224 -0.027 0.582
H 0.936 -0.086 -1.848
H 2.709 0.674 -0.098
H 0.159 -0.870 -0.811
H 2.693 -0.988 0.763
H -1.592 1.691 -0.437
H -1.883 -1.031 1.073

Computed properties:
strongest force on any atom: 0.464 eV/A
SMILES string: C=C=C=CC=O.O
HOMO level (alpha / beta): -9.7 / -9.7 eV
energy relative to the best compared isomer or geometry (same formula, charge and spin): 349.23 kJ/mol
charge: 0
LUMO level (alpha / beta): -1.0 / -1.0 eV
orbital gap (alpha / beta): 8.753 / 8.754 eV


A cluster of 2 separate species, C5H6O2 in total in a non-equilibrium geometry. Source: the OMol25 dataset; level of theory: ωB97M-V with the def2-TZVPD basis set.

Geometry (Å):
O 0.132 -0.847 -2.538
O 0.742 2.939 1.633
C 0.534 2.049 0.961
C -0.306 -0.380 -0.236
C 0.052 -0.633 0.991
C -0.788 -1.058 -1.479
C 0.494 -0.215 2.161
H -1.017 -2.121 -1.337
H 1.555 -0.179 2.393
H 0.979 -1.220 -2.264
H -1.707 -0.555 -1.801
H -0.130 0.704 -0.332
H -0.188 0.121 2.938

Computed properties:
strongest force on any atom: 1.916 eV/A
HOMO level: -9.7 eV
energy relative to the best compared isomer or geometry (same formula, charge and spin): 304.46 kJ/mol
charge: 0
LUMO level: 0.7 eV
orbital gap: 10.479 eV


An isolated molecule of C5H6O2. Source: the OMol25 dataset; level of theory: ωB97M-V with the def2-TZVPD basis set.

Geometry (Å):
O -0.882 1.163 -2.298
O 1.533 0.446 0.279
C -0.347 1.158 -1.217
C -0.882 -0.198 1.619
C -0.393 -1.043 0.718
C 0.905 0.368 -0.986
C 0.861 -0.761 -0.035
H 1.510 -1.607 -0.261
H -1.856 -0.343 2.072
H -0.939 -1.939 0.431
H -0.758 1.735 -0.371
H 1.570 0.330 -1.847
H -0.321 0.691 1.895

Computed properties:
strongest force on any atom: 0.450 eV/A
SMILES string: C=C[C@@H]1O[C@@H]1C=O
HOMO level: -9.9 eV
energy relative to the best compared isomer or geometry (same formula, charge and spin): 219.74 kJ/mol
charge: 0
LUMO level: 0.7 eV
orbital gap: 10.651 eV


Question: charge of number 2 (C5H6O2)?
Answer: 0


Question: Which value of strongest force on any atom does entry 2 give?
Answer: 1.916 eV/A


Question: Look up the energy relative to the best compared isomer or geometry (same formula, charge and spin) of the third one.
Answer: 219.74 kJ/mol